# 1
{"formula": "C5H10O2", "method": "the ωB97M-V functional and the def2-TZVPD basis", "lumo_ev": 0.9, "homo_energy_ev": -10.05, "e_above_lowest_kj_mol": 124.3, "energy_ev": -9441.755, "orbital_gap_ha": 0.4021, "smiles": "CC[C@@H](O)CC=O", "species": ["C", "C", "C", "O", "C", "C", "O", "H", "H", "H", "H", "H", "H", "H", "H", "H", "H"], "positions_angstrom": [[0.986, 1.774, -1.342], [1.041, 0.281, -0.992], [-0.018, -0.029, 0.070], [-1.237, 0.444, -0.460], [-0.208, -1.500, 0.488], [-1.398, -1.681, 1.424], [-2.273, -0.858, 1.609], [1.681, 2.033, -2.148], [-0.026, 2.041, -1.655], [1.237, 2.392, -0.470], [0.839, -0.313, -1.894], [2.046, 0.012, -0.639], [0.264, 0.531, 0.980], [-1.898, 0.291, 0.233], [0.673, -1.929, 0.988], [-0.396, -2.127, -0.397], [-1.467, -2.638, 1.979]]}



# 2
{"formula": "C5H10O2", "method": "the ωB97M-V functional and the def2-TZVPD basis", "lumo_ev": [-0.9, -0.9], "homo_energy_ev": [-8.30, -8.32], "e_above_lowest_kj_mol": 487.6, "energy_ev": -9437.990, "orbital_gap_ha": [0.2703, 0.2717], "species": ["C", "O", "C", "C", "C", "C", "O", "H", "H", "H", "H", "H", "H", "H", "H", "H", "H"], "positions_angstrom": [[2.618, 0.042, 0.149], [1.530, -0.853, 0.135], [0.499, -0.489, 1.001], [-1.026, -0.002, -0.856], [-2.467, -0.109, -1.065], [-0.584, 0.530, 0.410], [-1.410, 0.922, 1.306], [2.326, 1.052, -0.180], [3.369, -0.352, -0.539], [3.055, 0.119, 1.155], [0.862, -0.010, 1.919], [-0.061, -1.388, 1.267], [-0.289, -0.369, -1.567], [-2.947, 0.840, -0.788], [-2.789, -0.485, -2.037], [-2.802, -0.776, -0.248], [0.115, 1.328, -0.062]]}



# 3
{"formula": "C5H10O2", "method": "the ωB97M-V functional and the def2-TZVPD basis", "lumo_ev": 0.9, "homo_energy_ev": -9.75, "e_above_lowest_kj_mol": 325.4, "energy_ev": -9439.671, "orbital_gap_ha": 0.3908, "smiles": "OC[C@H]1CCOC1", "species": ["O", "C", "C", "C", "C", "O", "C", "H", "H", "H", "H", "H", "H", "H", "H", "H", "H"], "positions_angstrom": [[2.336, 0.237, 1.109], [1.687, -0.620, 0.162], [0.154, -0.422, 0.278], [-0.300, 0.978, 0.092], [-1.828, 0.898, 0.005], [-2.209, -0.348, -0.598], [-1.034, -1.023, -0.916], [3.294, 0.159, 0.974], [2.003, -0.348, -0.853], [1.990, -1.658, 0.358], [-0.080, -0.756, 1.328], [0.009, 1.663, 0.883], [0.150, 1.320, -0.852], [-2.245, 1.740, -0.549], [-2.263, 0.829, 1.002], [-0.844, -0.718, -1.988], [-0.817, -1.931, -0.437]]}



# 4
{"formula": "C5H10O2", "method": "the ωB97M-V functional and the def2-TZVPD basis", "lumo_ev": 1.1, "homo_energy_ev": -8.73, "e_above_lowest_kj_mol": 390.0, "energy_ev": -9439.001, "orbital_gap_ha": 0.3619, "species": ["C", "C", "C", "O", "C", "C", "O", "H", "H", "H", "H", "H", "H", "H", "H", "H", "H"], "positions_angstrom": [[-1.733, -1.226, 1.115], [-0.433, -0.500, 0.759], [0.690, -1.315, 0.088], [1.329, -0.294, -0.695], [0.601, 0.863, -0.485], [0.789, 1.924, -1.547], [-0.667, 0.504, -0.193], [-2.511, -0.505, 1.380], [-1.586, -1.889, 1.971], [-2.146, -1.855, 0.300], [0.357, 0.330, 1.513], [0.390, -2.137, -0.587], [1.391, -1.715, 0.827], [0.979, 1.197, 0.966], [0.573, 1.598, -2.578], [0.146, 2.775, -1.316], [1.831, 2.244, -1.517]]}